An isolated molecule of C23H24N6 at a distorted geometry. Source: the Open Molecules 2025 dataset; level of theory: ωB97M-V/def2-TZVPD.

Last column: Löwdin charge in e.
Positions of all 53 atoms, in Å:
1 C 1.3721 3.7825 -2.9887  -0.05
2 C 1.5848 2.6555 -2.0280  -0.19
3 C 2.4821 2.7227 -0.9840  -0.08
4 N 2.6870 1.7333 -0.1216  0.12
5 C 1.9702 0.6323 -0.2911  -0.30
6 N 1.0769 0.4477 -1.2572  0.21
7 C 0.8812 1.4331 -2.1278  -0.27
8 N 0.0092 1.1964 -3.1410  0.06
9 H -0.3405 1.9928 -3.6463  0.12
10 C -0.7674 -0.0231 -3.1619  -0.14
11 C -1.6917 -0.1532 -1.9758  -0.22
12 C -2.5243 0.8983 -1.6087  -0.02
13 C -3.3519 0.7956 -0.5094  0.00
14 C -3.3615 -0.3763 0.2408  -0.19
15 C -2.5454 -1.4401 -0.1254  -0.02
16 C -1.7147 -1.3188 -1.2234  -0.04
17 H -1.0671 -2.1394 -1.4911  0.12
18 H -2.5516 -2.3601 0.4381  0.11
19 N -4.2090 -0.4548 1.3510  -0.08
20 C -4.1985 -1.3380 2.3824  -0.04
21 C -5.2475 -0.9446 3.1760  -0.14
22 N -5.8284 0.1271 2.6001  0.00
23 N -5.2099 0.4136 1.5247  0.03
24 H -5.6071 -1.3549 4.0963  0.09
25 H -3.4805 -2.1221 2.4858  0.11
26 H -3.9998 1.6055 -0.2141  0.11
27 H -2.5235 1.8129 -2.1839  0.11
28 H -1.3411 -0.0395 -4.0929  0.13
29 H -0.0692 -0.8644 -3.1591  0.12
30 C 2.0971 -0.4692 0.6818  -0.10
31 C 0.9080 -1.0136 1.1567  -0.03
32 C 0.9177 -2.0433 2.0772  -0.08
33 C 2.1281 -2.5455 2.5193  -0.08
34 C 3.3136 -2.0168 2.0386  -0.03
35 C 3.3270 -0.9712 1.1249  -0.14
36 C 4.6152 -0.4340 0.5479  -0.38
37 H 4.4885 0.6441 0.4192  0.11
38 C 4.8310 -1.0644 -0.8328  -0.05
39 H 5.7382 -0.6747 -1.2897  0.08
40 H 4.9220 -2.1459 -0.7461  0.08
41 H 3.9902 -0.8423 -1.4867  0.07
42 C 5.8379 -0.6674 1.4323  -0.08
43 H 5.6497 -0.3236 2.4466  0.08
44 H 6.1146 -1.7193 1.4600  0.07
45 H 6.6845 -0.1119 1.0345  0.08
46 H 4.2446 -2.4329 2.3897  0.10
47 H 2.1528 -3.3530 3.2370  0.10
48 H -0.0114 -2.4512 2.4481  0.09
49 H -0.0245 -0.6074 0.7950  0.09
50 H 3.0766 3.6136 -0.8173  0.12
51 H 0.3419 4.1401 -2.9472  0.08
52 H 2.0300 4.6120 -2.7411  0.08
53 H 1.5845 3.4649 -4.0100  0.08

Forces on atoms 1 to 6 (eV/Å):
C 0.02 -0.18 0.10
C 0.02 -0.03 0.14
C -0.29 -0.04 -0.33
N 0.13 -0.12 0.44
C 0.04 0.46 -0.22
N -0.15 -0.15 -0.31

As for the SMILES: Cc1cnc(-c2ccccc2C(C)C)nc1NCc1ccc(-n2ccnn2)cc1. The calculation puts the frontier orbital gap at 9.02 eV. As for the lowest unoccupied orbital energy: 0.50 eV. The calculation puts the electronic energy at -1219.39308 Eh. The molar mass comes out at 384.5 g mol⁻¹. For the energy above the lowest of the compared OMol25 structures with the same formula, charge and spin, the calculation gives 14.4 kJ/mol.

The ion C6H10N3S with charge +1 at a distorted geometry. Source: the Open Molecules 2025 dataset; level of theory: ωB97M-V/def2-TZVPD.

Last column: Löwdin charge in e.
Positions of all 20 atoms, in Å:
1 C -2.1240 -0.7158 2.2466  -0.03
2 C -0.9310 -0.0949 2.4598  -0.02
3 C -0.7968 -1.1464 0.5173  -0.62
4 C 1.2422 -1.1042 -1.3137  -0.48
5 C 1.0994 0.2567 -1.9033  -0.18
6 C 1.3246 1.2471 -1.0562  -0.22
7 N -2.0296 -1.3287 1.0397  0.10
8 N -0.1716 -0.3654 1.3660  0.10
9 N 0.8645 2.4983 -1.4735  0.08
10 S -0.2153 -2.0042 -0.7899  1.08
11 H -3.0385 -0.7941 2.7610  0.13
12 H -0.5814 0.6725 3.1416  0.14
13 H 1.6941 -1.7616 -2.0630  0.09
14 H 2.0424 -1.1018 -0.5857  0.09
15 H 0.4223 0.5614 -2.6804  0.11
16 H 2.0111 1.1226 -0.2432  0.12
17 H 0.7709 -0.0288 1.2533  0.15
18 H 0.3017 2.4010 -2.3463  0.12
19 H 0.9984 3.2578 -0.8899  0.06
20 H -2.8834 -1.5713 0.5596  0.18

Forces on atoms 1 to 6 (eV/Å):
C 1.08 0.84 0.42
C -1.08 0.82 0.74
C -1.22 -0.02 0.29
C 1.50 -0.12 -1.90
C -0.97 -1.14 1.75
C -0.18 2.41 -1.85

Its total charge is +1. The calculation puts the frontier orbital gap at 8.67 eV. As for the lowest unoccupied orbital energy: -2.98 eV. The calculation puts the electronic energy at -796.80736 Eh. The molar mass comes out at 156.2 g mol⁻¹. For the energy above the lowest of the compared OMol25 structures with the same formula, charge and spin, the calculation gives 69.8 kJ/mol.